{
  "formula": "C31H32N7O4PtS2Si",
  "method": "ωB97M-V/def2-TZVPD",
  "species": ["Pt", "S", "S", "Si", "O", "O", "O", "O", "N", "N", "N", "N", "N", "N", "N", "C", "C", "C", "C", "C", "C", "C", "C", "C", "C", "C", "C", "C", "C", "C", "C", "C", "C", "C", "C", "C", "C", "C", "C", "C", "C", "C", "C", "C", "C", "C", "H", "H", "H", "H", "H", "H", "H", "H", "H", "H", "H", "H", "H", "H", "H", "H", "H", "H", "H", "H", "H", "H", "H", "H", "H", "H", "H", "H", "H", "H", "H", "H"],
  "coordinates": [[-0.73, 0.32, 0.01], [1.56, -1.87, -1.37], [-0.56, 1.42, -2.01], [1.25, 1.07, 1.15], [2.05, -0.64, -1.94], [-1.67, 3.06, 0.81], [-2.85, -1.54, -1.30], [2.44, -2.67, -0.58], [-0.31, -3.48, 0.59], [-2.06, 1.76, 0.53], [0.30, -1.38, -0.43], [-2.68, -0.43, -0.77], [-0.86, -5.21, -5.55], [1.98, 1.99, -2.49], [-1.09, -1.32, 1.25], [0.95, 4.80, 2.97], [0.91, -4.24, -2.51], [-5.10, 0.08, -0.88], [1.96, 4.60, -1.82], [-3.69, 0.40, -0.50], [1.49, -1.15, 2.98], [3.13, 4.02, -2.30], [-0.35, -2.16, 0.48], [-1.13, -3.98, 1.51], [1.23, 3.76, 2.09], [-1.94, -1.84, 2.12], [0.27, 4.53, 4.15], [-4.31, 2.69, 0.31], [0.83, 2.50, -2.03], [0.24, -2.25, -3.71], [3.55, -2.33, 3.36], [3.47, -0.53, 1.77], [-3.29, 1.62, 0.12], [-1.99, -3.21, 2.29], [0.80, 3.84, -1.68], [4.18, -1.52, 2.43], [-0.34, -3.03, -4.68], [3.11, 2.69, -2.63], [-0.12, 3.23, 4.45], [2.11, -0.33, 2.03], [0.17, 2.20, 3.56], [0.88, -2.85, -2.62], [-0.30, -4.43, -4.58], [2.20, -2.14, 3.64], [0.34, -5.02, -3.48], [0.84, 2.45, 2.36], [-5.13, -0.92, -1.30], [1.76, 3.99, 1.17], [-5.49, 0.78, -1.62], [1.70, -2.76, 4.37], [-0.91, -6.20, -5.45], [-2.65, -3.66, 3.01], [-0.12, 4.26, -1.29], [-0.13, 1.19, 3.82], [5.23, -1.67, 2.20], [-0.63, 3.01, 5.37], [4.10, -3.11, 3.87], [1.98, 0.96, -2.63], [3.97, 0.07, 1.03], [0.44, -1.02, 3.22], [1.94, 5.65, -1.54], [-5.08, 2.32, 0.99], [-3.88, 3.60, 0.72], [4.03, 4.60, -2.42], [-0.83, -2.57, -5.53], [0.05, 5.33, 4.85], [3.97, 2.15, -3.00], [0.39, -6.10, -3.40], [-1.38, -4.79, -6.31], [-1.11, -5.06, 1.62], [-1.09, 2.99, 1.59], [1.26, 5.81, 2.74], [1.41, -4.69, -1.66], [2.24, 1.66, 0.21], [-4.80, 2.90, -0.64], [-5.77, 0.11, -0.02], [0.20, -1.17, -3.78], [-2.56, -1.16, 2.69]],
  "energy_ha": -3089.7080,
  "max_force_ev_per_a": 0.631,
  "e_homo_ev": -10.131,
  "relative_energy_ev": 0.6031,
  "lumo_ev": -3.5,
  "charge": 1
}

---

{
  "formula": "C31H32N7O5PdS2Te",
  "method": "ωB97M-V/def2-TZVPD",
  "species": ["Te", "Pd", "S", "S", "O", "O", "O", "O", "O", "N", "N", "N", "N", "N", "N", "N", "C", "C", "C", "C", "C", "C", "C", "C", "C", "C", "C", "C", "C", "C", "C", "C", "C", "C", "C", "C", "C", "C", "C", "C", "C", "C", "C", "C", "C", "C", "C", "H", "H", "H", "H", "H", "H", "H", "H", "H", "H", "H", "H", "H", "H", "H", "H", "H", "H", "H", "H", "H", "H", "H", "H", "H", "H", "H", "H", "H", "H", "H", "H"],
  "coordinates": [[-0.82, -0.19, -2.71], [-1.43, 1.00, 0.58], [-2.87, -1.33, 1.44], [1.18, 1.87, 1.18], [-2.79, 2.42, -0.41], [-3.36, 0.07, 1.47], [0.40, 0.84, 1.90], [1.22, 3.18, 1.75], [-3.77, -2.34, 0.99], [6.64, -0.20, 0.40], [-1.59, -1.14, 0.47], [0.33, -1.72, -0.64], [-0.05, 2.49, -2.37], [-4.93, 1.65, -0.54], [1.72, 3.50, -1.16], [0.42, 1.77, -0.25], [1.52, -3.76, -0.32], [0.55, -4.16, 0.60], [3.01, -0.12, 0.95], [2.47, 0.46, -6.22], [1.92, 4.31, -2.18], [-2.47, -3.28, 4.91], [3.86, 2.14, 0.86], [-0.59, -2.08, 0.26], [0.21, 0.02, -5.54], [-2.37, -1.75, 3.08], [5.13, 1.66, 0.68], [1.94, 0.30, -3.88], [-1.25, -2.82, 7.06], [1.15, 4.29, -3.34], [1.14, 0.22, -6.55], [-2.83, -2.94, 3.62], [1.35, -2.53, -0.92], [2.80, 1.25, 0.99], [4.29, -0.61, 0.77], [-0.51, -3.33, 0.89], [5.37, 0.28, 0.62], [-1.65, -2.45, 5.67], [0.18, 3.32, -3.39], [0.61, 0.07, -4.21], [-4.00, 2.49, -0.13], [0.70, 2.64, -1.27], [-6.30, 1.74, -0.05], [-1.56, -0.90, 3.81], [2.87, 0.49, -4.89], [-1.20, -1.26, 5.10], [-4.59, 0.50, -1.36], [5.96, 2.35, 0.58], [-1.27, -3.64, 1.59], [-6.43, 2.64, 0.53], [6.82, -1.16, 0.65], [-1.38, -1.98, 7.74], [-1.83, -3.66, 7.44], [3.20, 0.61, -7.00], [2.05, -2.17, -1.67], [2.75, 5.01, -2.08], [-6.99, 1.76, -0.89], [2.18, -0.80, 1.08], [-0.83, -0.17, -5.80], [0.62, -5.12, 1.08], [-3.67, 0.72, -1.91], [-4.44, -0.39, -0.75], [-3.48, -3.58, 3.03], [3.91, 0.68, -4.64], [-6.53, 0.87, 0.58], [4.47, -1.67, 0.75], [1.33, 4.97, -4.16], [-4.38, 3.32, 0.49], [2.26, 0.34, -2.84], [-0.43, 3.17, -4.27], [0.84, 0.19, -7.58], [-5.39, 0.32, -2.07], [-2.84, -4.21, 5.34], [2.36, -4.39, -0.57], [3.67, 3.21, 0.90], [-0.57, -0.59, 5.68], [7.41, 0.42, 0.57], [-1.19, 0.03, 3.39], [-0.19, -3.10, 7.10]],
  "energy_ha": -3151.9936,
  "max_force_ev_per_a": 0.316,
  "e_homo_ev": [-10.383, -10.444],
  "s2": 6.02,
  "relative_energy_ev": 0.3292,
  "lumo_ev": [-1.8, -4.6],
  "charge": 1,
  "multiplicity": 5
}

---

{
  "formula": "C31H33ClF9O28P",
  "method": "ωB97M-V/def2-TZVPD",
  "species": ["Cl", "P", "F", "F", "F", "F", "F", "F", "F", "F", "F", "O", "O", "O", "O", "O", "O", "O", "O", "O", "O", "O", "O", "O", "O", "O", "O", "O", "O", "O", "O", "O", "O", "O", "O", "O", "O", "O", "O", "C", "C", "C", "C", "C", "C", "C", "C", "C", "C", "C", "C", "C", "C", "C", "C", "C", "C", "C", "C", "C", "C", "C", "C", "C", "C", "C", "C", "C", "C", "C", "H", "H", "H", "H", "H", "H", "H", "H", "H", "H", "H", "H", "H", "H", "H", "H", "H", "H", "H", "H", "H", "H", "H", "H", "H", "H", "H", "H", "H", "H", "H", "H", "H"],
  "coordinates": [[-9.87, 3.74, -0.58], [-7.30, 0.89, -0.24], [-3.64, -0.98, -2.09], [2.26, -1.12, -3.39], [9.47, 0.53, 8.02], [-6.52, 4.72, -7.53], [-0.57, -4.64, 3.98], [12.77, -1.07, 2.68], [6.72, -0.82, 3.12], [3.23, 0.36, -8.83], [-10.65, 0.73, 1.21], [6.76, -2.95, 7.53], [8.29, -1.39, 8.10], [-0.38, -4.46, -0.45], [-1.89, 0.15, -1.23], [1.67, 0.47, -7.19], [0.03, 0.50, -0.07], [-8.08, 3.12, -7.88], [4.79, 0.02, 3.93], [11.45, 2.08, 3.19], [2.96, 1.01, -5.46], [11.50, 0.07, 4.16], [3.83, -2.52, -2.56], [3.32, -1.36, 2.98], [-11.93, 3.10, 4.74], [0.80, 0.47, -5.11], [-0.63, -4.93, 1.74], [-10.91, 1.88, 3.13], [7.48, -1.45, 6.03], [3.74, -1.99, -0.40], [-0.48, -1.53, -0.85], [-8.46, 2.46, -5.79], [0.87, -3.42, 1.10], [-8.13, 3.49, -2.47], [5.35, -3.38, -1.12], [2.58, 0.45, 4.10], [-9.37, 1.30, -7.49], [-13.13, 1.80, 3.35], [10.61, 1.83, 5.26], [-8.61, 1.40, -1.43], [-7.68, 4.19, -7.05], [7.44, -2.03, 7.25], [12.21, 1.22, 2.32], [11.78, -0.16, 2.79], [5.50, -1.16, 3.62], [-12.81, 1.05, 2.17], [-11.33, 0.77, 2.38], [-0.71, -0.21, -0.65], [-8.73, 2.87, -1.65], [-5.82, 1.42, -1.13], [4.62, -1.80, 2.57], [2.76, -1.17, -1.06], [-0.08, -4.29, 0.68], [0.84, -3.37, 2.53], [-11.99, 2.34, 3.84], [9.15, -0.57, 7.31], [2.56, -1.93, -2.35], [-8.70, 2.19, -7.09], [1.72, 0.63, -5.84], [-2.29, -0.90, -2.09], [8.29, -0.27, 6.11], [2.84, 1.06, -7.74], [0.20, -4.70, 2.87], [3.46, -0.22, 3.71], [11.14, 1.38, 4.30], [3.82, 0.95, -6.60], [-1.64, -2.12, -1.45], [-7.50, 3.52, -5.71], [4.41, -2.69, -1.34], [-5.50, 2.70, -1.41], [1.84, -3.25, 2.93], [4.67, -2.89, 2.57], [1.80, -2.71, -2.30], [1.85, -1.09, -0.47], [-5.13, 0.64, -1.45], [13.27, 1.37, 2.49], [-12.96, 1.68, 1.29], [3.17, -0.17, -1.24], [4.33, -0.02, -6.62], [-6.50, 3.10, -5.61], [8.86, -0.13, 5.19], [0.22, -2.54, 2.85], [-8.45, 0.96, -2.42], [5.65, -1.75, 4.52], [-11.12, -0.15, 2.94], [-9.55, 1.02, -1.02], [10.07, -1.13, 7.09], [-13.42, 0.16, 2.10], [-5.13, 3.00, -2.38], [-2.26, -2.55, -0.66], [11.96, 1.42, 1.28], [-5.58, 3.48, -0.65], [-7.46, 1.83, 0.80], [4.84, -1.44, 1.58], [0.90, -5.53, 2.97], [-1.36, -2.90, -2.15], [-1.95, -0.69, -3.10], [-8.45, 4.97, -7.08], [10.88, -0.55, 2.31], [2.61, 2.08, -8.04], [-7.71, 4.16, -4.86], [4.56, 1.75, -6.57], [7.66, 0.60, 6.28]],
  "energy_ha": -5008.2018,
  "max_force_ev_per_a": 1.483,
  "e_homo_ev": -8.840,
  "lumo_ev": 0.2,
  "charge": 0,
  "smiles": "O=C1OC[C@@H](F)O1.O=C1OC[C@@H](F)O1.O=C1OC[C@@H](F)O1.O=C1OC[C@@H](F)O1.O=C1OC[C@@H](F)O1.O=C1OC[C@@H](F)O1.O=C1OC[C@@H](F)O1.O=C1OC[C@@H](F)O1.O=C1OC[C@@H](F)O1.C=CPCC(=O)Cl"
}

---

{
  "formula": "C31H33ClN2O2Si2V",
  "method": "ωB97M-V/def2-TZVPD",
  "species": ["V", "Cl", "Si", "Si", "O", "O", "N", "N", "C", "C", "C", "C", "C", "C", "C", "C", "C", "C", "C", "C", "C", "C", "C", "C", "C", "C", "C", "C", "C", "C", "C", "C", "C", "C", "C", "C", "C", "C", "C", "H", "H", "H", "H", "H", "H", "H", "H", "H", "H", "H", "H", "H", "H", "H", "H", "H", "H", "H", "H", "H", "H", "H", "H", "H", "H", "H", "H", "H", "H", "H", "H", "H"],
  "coordinates": [[-0.47, 0.18, 2.30], [-0.08, 2.66, -1.29], [-1.97, 1.74, -0.90], [1.50, 0.45, -1.02], [-3.54, 0.66, 2.44], [-4.67, 1.43, 4.30], [-1.31, 1.79, 3.32], [-2.44, 1.60, 4.24], [0.09, -1.20, -5.29], [-1.92, -1.16, -0.88], [0.58, 0.04, 0.63], [-3.57, 1.20, 3.55], [-2.14, -2.37, -1.53], [2.60, -1.41, 0.43], [0.36, -1.69, 2.98], [5.56, 0.61, -2.62], [5.37, 2.25, -0.85], [-5.93, 0.87, 3.78], [0.98, -0.36, -2.73], [2.68, 0.52, 1.87], [6.16, 1.53, -1.76], [1.04, -1.71, -3.12], [-1.78, -1.28, 3.74], [-2.14, 0.03, -1.56], [0.58, -2.13, -4.38], [0.07, 0.15, -4.95], [-3.09, -1.17, -3.41], [-2.77, -2.37, -2.77], [0.56, 0.54, -3.70], [0.45, -0.69, 4.01], [-2.74, 0.04, -2.83], [3.37, 0.96, -1.51], [-1.02, -2.00, 2.76], [3.98, 2.00, -0.78], [1.37, 0.92, 1.52], [3.25, -0.61, 1.34], [4.18, 0.32, -2.49], [-0.90, -0.47, 4.49], [1.24, -1.17, 0.12], [0.60, -3.19, -4.65], [-0.58, 2.21, 3.91], [-2.81, -1.51, 4.01], [3.38, 2.62, -0.11], [0.67, -1.94, -0.37], [-0.35, 0.90, -5.62], [1.45, -2.47, -2.45], [-1.81, -3.29, -1.06], [1.09, 1.99, 1.59], [-2.92, 1.00, -3.31], [0.58, 1.60, -3.48], [-2.64, 2.40, 4.84], [7.23, 1.72, -1.81], [-6.19, 1.30, 2.79], [1.20, -2.18, 2.49], [4.27, -0.87, 1.61], [-3.06, 2.57, -1.30], [-1.58, -1.14, 0.17], [-1.86, 1.51, 0.56], [-0.31, -1.52, -6.25], [-1.41, -2.79, 2.12], [3.10, -2.25, -0.02], [6.17, 0.10, -3.38], [-6.69, 1.14, 4.53], [1.36, -0.26, 4.42], [-3.60, -1.17, -4.36], [-1.60, 2.54, 2.68], [3.75, -0.41, -3.19], [-3.02, -3.30, -3.25], [5.82, 3.00, -0.20], [3.27, 1.14, 2.56], [-5.86, -0.23, 3.70], [-1.13, 0.06, 5.41]],
  "energy_ha": -3443.9078,
  "max_force_ev_per_a": 3.110,
  "e_homo_ev": [-9.449, -9.035],
  "s2": 2.17,
  "lumo_ev": [-3.0, -2.9],
  "charge": 1,
  "multiplicity": 3
}

---

{
  "formula": "C31H34AsF4N5S2Ti",
  "method": "ωB97M-V/def2-TZVPD",
  "species": ["As", "Ti", "S", "S", "F", "F", "F", "F", "N", "N", "N", "N", "N", "C", "C", "C", "C", "C", "C", "C", "C", "C", "C", "C", "C", "C", "C", "C", "C", "C", "C", "C", "C", "C", "C", "C", "C", "C", "C", "C", "C", "C", "C", "C", "H", "H", "H", "H", "H", "H", "H", "H", "H", "H", "H", "H", "H", "H", "H", "H", "H", "H", "H", "H", "H", "H", "H", "H", "H", "H", "H", "H", "H", "H", "H", "H", "H", "H"],
  "coordinates": [[1.51, 0.41, -0.90], [-0.80, -0.18, 0.79], [1.12, 0.39, 2.15], [-3.55, -0.50, -0.22], [-1.35, 1.55, -0.53], [-4.40, 5.09, 2.18], [-3.56, 2.92, 3.42], [-2.21, 3.80, -1.78], [-2.16, -2.10, -1.81], [-0.99, -1.55, -1.24], [-1.37, -1.71, 2.42], [-4.40, -2.04, -2.19], [-1.88, 0.97, 1.96], [1.95, -0.28, -2.67], [-2.68, -3.61, 1.31], [2.04, -1.67, -2.83], [4.84, -1.19, 1.96], [-2.10, 2.48, 0.15], [-2.39, 2.16, 1.48], [2.40, -0.02, -5.02], [2.66, -0.26, 1.55], [2.94, -0.26, 0.18], [3.10, 4.25, -0.39], [-2.54, 3.61, -0.49], [-2.38, 0.43, 3.22], [2.90, 2.87, -0.33], [0.97, 3.10, -1.75], [1.17, 4.47, -1.81], [5.12, -1.19, 0.60], [2.31, -2.22, -4.07], [-3.32, 4.52, 0.18], [-0.24, -2.63, 2.71], [-3.20, 3.09, 2.14], [-1.54, -0.78, 3.58], [2.23, 5.04, -1.13], [3.62, -0.73, 2.44], [1.84, 2.30, -1.02], [0.51, -3.14, 1.49], [2.49, -1.39, -5.17], [4.17, -0.72, -0.29], [-3.64, 4.24, 1.50], [-3.37, -1.59, -1.47], [2.13, 0.54, -3.78], [-2.64, -2.49, 2.32], [2.39, 6.11, -1.17], [-3.68, 5.42, -0.29], [0.12, 2.67, -2.28], [-3.70, -3.98, 1.24], [4.38, -0.70, -1.36], [2.71, -1.82, -6.14], [1.01, -2.32, 0.96], [-3.44, -1.78, 2.11], [-0.62, -3.47, 3.31], [-2.29, 1.14, 4.04], [-5.33, -1.73, -1.94], [3.58, 2.26, 0.25], [5.58, -1.55, 2.66], [6.07, -1.55, 0.24], [-2.05, -2.52, -2.72], [0.49, 5.09, -2.39], [-3.45, 0.17, 3.13], [-2.05, -4.45, 1.60], [-2.38, -3.28, 0.31], [-0.34, -2.32, -1.08], [-0.13, -3.68, 0.79], [2.40, -3.30, -4.18], [-0.56, -0.93, -1.92], [0.47, -2.09, 3.33], [1.30, -3.82, 1.80], [3.41, -0.72, 3.50], [-1.99, -1.32, 4.42], [3.92, 4.69, 0.14], [-4.30, -2.75, -2.89], [1.95, -2.32, -1.97], [-0.56, -0.44, 3.87], [-2.83, -2.91, 3.32], [2.08, 1.61, -3.67], [2.56, 0.63, -5.87]],
  "energy_ha": -5756.3995,
  "max_force_ev_per_a": 0.350,
  "e_homo_ev": [-10.169, -10.337],
  "s2": 0.76,
  "relative_energy_ev": 0.3600,
  "lumo_ev": [-2.5, -2.4],
  "charge": 1,
  "multiplicity": 2
}

---

{
  "formula": "C31H34Br15N3OS",
  "method": "ωB97M-V/def2-TZVPD",
  "species": ["Br", "Br", "Br", "Br", "Br", "Br", "Br", "Br", "Br", "Br", "Br", "Br", "Br", "Br", "Br", "S", "O", "N", "N", "N", "C", "C", "C", "C", "C", "C", "C", "C", "C", "C", "C", "C", "C", "C", "C", "C", "C", "C", "C", "C", "C", "C", "C", "C", "C", "C", "C", "C", "C", "C", "C", "H", "H", "H", "H", "H", "H", "H", "H", "H", "H", "H", "H", "H", "H", "H", "H", "H", "H", "H", "H", "H", "H", "H", "H", "H", "H", "H", "H", "H", "H", "H", "H", "H", "H"],
  "coordinates": [[5.55, 0.21, -5.32], [-3.08, -7.43, 3.60], [5.69, 3.07, -6.81], [-6.93, 6.68, 0.42], [-4.13, 0.52, 7.05], [-3.83, 7.11, 1.18], [0.58, -3.56, -4.92], [-2.70, -1.85, 8.71], [1.64, -6.55, -4.39], [0.00, -8.17, 3.02], [-4.90, 4.18, 0.37], [7.29, 2.60, -4.05], [-1.06, -5.17, 2.49], [-2.02, -1.42, 5.58], [-1.44, -5.81, -3.81], [-1.77, 3.31, 0.88], [-0.02, -0.50, -4.77], [-3.58, 1.70, -2.35], [-1.10, 1.29, 3.36], [1.65, -1.58, -1.85], [-0.94, -1.05, 1.83], [1.09, -2.98, -1.96], [-0.37, 3.68, 2.13], [-1.70, 0.76, -0.88], [1.79, 5.11, 3.21], [-1.06, -1.72, 0.32], [-1.19, 0.59, 2.00], [1.15, 1.45, 5.65], [2.59, -1.25, -3.03], [0.13, -5.45, -4.91], [2.25, 0.33, -3.42], [-0.19, 2.50, 3.30], [-2.05, 1.63, -2.25], [1.99, 3.92, 4.37], [6.63, 1.78, -5.68], [-1.51, -7.07, 2.50], [-1.43, -3.02, 3.75], [0.79, -3.62, -0.47], [-1.56, 1.44, 0.60], [0.59, 5.01, 2.05], [-0.77, -3.34, 0.06], [2.80, 3.12, -3.36], [-0.58, -1.97, 3.14], [-2.53, -0.56, 7.25], [1.00, 2.60, 4.47], [-1.46, -0.86, -1.05], [-5.34, 5.88, 1.20], [0.88, 0.59, -4.31], [3.25, 1.57, -2.95], [1.41, 3.40, -4.20], [0.46, 2.13, -4.71], [2.13, -1.41, -0.94], [7.51, 1.44, -6.25], [-3.89, 0.74, -2.62], [-1.05, -3.50, 4.77], [0.14, 1.24, 6.25], [-1.72, 0.12, 7.52], [-2.49, -3.33, 3.28], [-1.54, -1.32, -2.12], [-1.56, -3.68, -0.74], [-0.56, -0.10, -5.52], [2.55, 6.03, 3.19], [-0.88, -3.90, 1.09], [3.44, 4.06, -3.05], [1.60, -3.15, 0.27], [1.93, 1.78, 6.47], [0.99, -4.79, -0.45], [-0.54, 2.28, -5.34], [-5.57, 5.68, 2.25], [0.44, 5.82, 1.23], [4.26, 1.40, -2.33], [0.15, -2.93, -2.66], [1.90, -3.64, -2.54], [-3.89, 1.81, -1.34], [-1.61, 2.73, -2.21], [1.52, 0.41, 5.21], [-1.69, 1.06, -3.22], [1.06, 4.50, -4.48], [-0.13, -5.73, -5.94], [3.73, -1.41, -2.75], [-2.08, 1.62, 3.60], [2.26, -1.94, -3.94], [2.86, 4.03, 5.17], [0.50, -1.81, 3.61], [-1.77, -7.34, 1.48]],
  "energy_ha": -40448.3581,
  "max_force_ev_per_a": 5.401,
  "e_homo_ev": -7.691,
  "lumo_ev": -0.3,
  "charge": 0
}